Here is a molecular structure, C61H117NO14 at a distorted geometry from the Open Molecules 2025 dataset. Energies are from wB97M-V/def2-TZVPD.

Last column: Löwdin charge in e.
Geometry (Å):
C (-2.439, -1.034, 0.852)  -0.154
C (-2.229, -0.694, 2.329)  -0.139
C (-3.528, -0.047, 2.796)  -0.146
O (-4.391, -0.029, 1.651)  -0.105
C (-3.970, -1.010, 0.745)  -0.145
H (-2.032, -1.992, 0.530)  0.068
H (-2.073, -0.210, 0.239)  0.077
H (-1.456, 0.071, 2.413)  0.039
H (-1.936, -1.582, 2.889)  0.116
H (-3.352, 0.979, 3.120)  0.066
H (-4.020, -0.634, 3.572)  0.132
H (-4.305, -0.614, -0.214)  0.107
H (-4.339, -1.995, 1.030)  0.136
C (0.864, 4.080, 2.858)  -0.117
C (1.825, 2.899, 2.703)  -0.145
C (2.899, 3.427, 1.735)  -0.198
O (2.542, 4.768, 1.483)  -0.085
C (1.129, 4.932, 1.628)  -0.196
H (1.072, 4.655, 3.761)  0.135
H (-0.128, 3.629, 2.892)  0.078
H (1.470, 1.986, 2.225)  0.070
H (2.131, 2.656, 3.721)  0.064
H (2.942, 2.728, 0.899)  0.069
H (3.897, 3.438, 2.174)  0.109
H (0.581, 4.548, 0.767)  0.043
H (0.934, 5.998, 1.745)  0.140
C (-1.738, -4.471, 0.066)  -0.123
C (-2.736, -5.074, -0.948)  -0.112
C (-1.939, -5.239, -2.254)  -0.139
O (-0.794, -4.408, -2.077)  -0.223
C (-0.448, -4.407, -0.740)  -0.259
H (-1.595, -5.065, 0.968)  0.089
H (-2.057, -3.485, 0.403)  0.093
H (-3.568, -4.395, -1.132)  0.100
H (-3.073, -5.995, -0.471)  0.118
H (-2.612, -4.940, -3.057)  0.118
H (-1.618, -6.263, -2.443)  0.133
H (0.172, -3.538, -0.522)  0.098
H (0.183, -5.275, -0.553)  0.085
C (0.014, -2.719, 3.322)  -0.167
C (-0.296, -4.110, 3.870)  -0.097
C (-0.698, -4.873, 2.622)  -0.177
O (-0.111, -4.190, 1.515)  -0.276
C (-0.215, -2.764, 1.819)  -0.159
H (1.044, -2.478, 3.585)  0.133
H (-0.622, -1.988, 3.822)  0.068
H (-1.091, -4.140, 4.615)  0.116
H (0.531, -4.636, 4.347)  0.115
H (-1.788, -4.897, 2.606)  0.129
H (-0.285, -5.881, 2.640)  0.137
H (-1.197, -2.379, 1.544)  0.080
H (0.487, -2.148, 1.258)  0.044
C (3.449, -4.466, 1.714)  -0.097
C (2.695, -5.667, 1.160)  -0.105
C (1.706, -5.108, 0.107)  -0.159
O (1.862, -3.670, 0.090)  -0.260
C (2.545, -3.303, 1.302)  -0.112
H (4.419, -4.475, 1.217)  0.117
H (3.589, -4.492, 2.794)  0.119
H (2.044, -6.214, 1.842)  0.104
H (3.383, -6.400, 0.737)  0.110
H (0.657, -5.280, 0.349)  0.074
H (1.930, -5.473, -0.895)  0.153
H (1.751, -3.131, 2.028)  0.096
H (2.981, -2.312, 1.174)  0.118
C (-1.137, 0.869, -4.580)  -0.149
C (-0.576, 1.146, -3.221)  -0.159
C (0.860, 1.331, -3.532)  -0.223
O (0.836, 2.037, -4.734)  -0.130
C (-0.333, 1.727, -5.469)  -0.172
H (-2.212, 1.032, -4.642)  0.124
H (-1.044, -0.191, -4.817)  0.113
H (-0.792, 0.389, -2.468)  0.083
H (-0.914, 2.118, -2.862)  0.092
H (1.448, 0.413, -3.557)  0.094
H (1.271, 2.030, -2.804)  0.112
H (-0.161, 1.291, -6.452)  0.130
H (-0.902, 2.647, -5.605)  0.125
C (0.657, 4.201, -1.344)  -0.091
C (1.183, 4.293, -2.810)  -0.088
C (-0.142, 4.150, -3.573)  -0.178
O (-1.222, 3.943, -2.674)  -0.158
C (-0.722, 3.523, -1.362)  -0.188
H (0.411, 5.199, -0.981)  0.122
H (1.389, 3.824, -0.630)  0.094
H (1.906, 3.543, -3.130)  0.066
H (1.556, 5.313, -2.905)  0.117
H (-0.070, 3.228, -4.150)  0.046
H (-0.453, 4.963, -4.228)  0.131
H (-0.629, 2.449, -1.523)  0.066
H (-1.413, 3.636, -0.527)  -0.027
C (-2.744, 4.174, 2.087)  -0.093
C (-2.649, 2.702, 2.408)  -0.123
C (-2.171, 2.139, 1.108)  -0.232
O (-1.306, 3.061, 0.529)  -0.250
C (-1.787, 4.332, 0.933)  -0.156
H (-2.386, 4.740, 2.947)  0.122
H (-3.761, 4.482, 1.844)  0.125
H (-3.570, 2.279, 2.809)  0.115
H (-1.887, 2.522, 3.166)  0.089
H (-2.966, 2.002, 0.375)  0.021
H (-1.768, 1.139, 1.268)  0.092
H (-2.387, 4.687, 0.095)  0.119
H (-0.927, 4.954, 1.182)  0.109
C (-3.659, 1.948, -0.933)  -0.156
C (-4.480, 1.293, -1.960)  -0.193
C (-5.682, 2.227, -2.150)  -0.121
O (-5.346, 3.441, -1.433)  -0.090
C (-3.981, 3.419, -1.176)  -0.151
H (-2.631, 1.630, -1.107)  0.103
H (-3.921, 1.596, 0.065)  0.124
H (-4.822, 0.272, -1.790)  0.112
H (-3.972, 1.355, -2.922)  0.116
H (-6.536, 1.744, -1.674)  0.121
H (-5.857, 2.396, -3.212)  0.122
H (-3.689, 4.053, -0.338)  0.101
H (-3.450, 3.842, -2.029)  0.135
C (4.334, 1.769, 3.798)  -0.143
C (4.520, 1.422, 2.360)  -0.173
C (3.459, 0.369, 2.118)  -0.217
O (3.544, -0.398, 3.345)  -0.154
C (3.933, 0.426, 4.448)  -0.151
H (3.478, 2.442, 3.846)  0.059
H (5.176, 2.301, 4.241)  0.126
H (5.497, 0.949, 2.265)  0.128
H (4.506, 2.237, 1.637)  0.072
H (3.768, -0.226, 1.259)  0.115
H (2.478, 0.817, 1.960)  0.024
H (4.787, -0.134, 4.828)  0.123
H (3.150, 0.516, 5.201)  0.086
C (4.121, 2.554, -2.601)  -0.146
C (4.079, 2.253, -1.119)  -0.109
C (2.878, 1.241, -1.013)  -0.116
O (2.509, 0.955, -2.382)  -0.319
C (3.631, 1.314, -3.226)  -0.164
H (5.101, 2.872, -2.955)  0.128
H (3.366, 3.324, -2.762)  0.087
H (3.898, 3.092, -0.447)  0.091
H (4.977, 1.749, -0.761)  0.117
H (2.110, 1.611, -0.333)  0.073
H (3.183, 0.299, -0.558)  0.116
H (3.233, 1.384, -4.238)  0.140
H (4.357, 0.501, -3.239)  0.135
C (-1.842, -2.634, -3.167)  -0.113
C (-2.915, -1.709, -3.738)  -0.098
C (-3.007, -0.577, -2.701)  -0.227
O (-2.653, -1.096, -1.425)  -0.211
C (-2.161, -2.450, -1.681)  -0.175
H (-0.841, -2.251, -3.366)  0.073
H (-1.883, -3.650, -3.561)  0.102
H (-3.887, -2.197, -3.808)  0.116
H (-2.711, -1.216, -4.689)  0.099
H (-3.988, -0.105, -2.756)  0.059
H (-2.222, 0.134, -2.957)  0.066
H (-2.877, -3.223, -1.404)  0.093
H (-1.264, -2.602, -1.081)  0.090
C (-0.044, 1.741, 4.658)  -0.124
C (-0.544, 0.957, 3.474)  -0.202
C (0.369, -0.279, 3.430)  -0.118
O (1.623, 0.214, 4.035)  -0.166
C (1.281, 1.185, 5.036)  -0.189
H (-0.750, 1.707, 5.488)  0.132
H (0.032, 2.734, 4.216)  0.069
H (-0.454, 1.485, 2.525)  0.086
H (-1.605, 0.735, 3.591)  0.084
H (0.545, -0.662, 2.425)  0.097
H (-0.081, -1.102, 3.986)  0.061
H (2.112, 1.887, 5.118)  0.108
H (1.125, 0.592, 5.937)  0.136
C (1.196, -1.992, -2.606)  -0.114
C (1.560, -3.418, -2.199)  -0.128
C (2.459, -3.925, -3.363)  -0.174
O (3.096, -2.777, -3.883)  -0.135
C (2.329, -1.547, -3.520)  -0.112
H (0.933, -1.316, -1.792)  0.069
H (0.300, -2.053, -3.223)  0.074
H (0.777, -4.171, -2.111)  0.078
H (2.029, -3.506, -1.218)  0.030
H (1.859, -4.345, -4.171)  0.112
H (3.265, -4.592, -3.058)  0.113
H (1.937, -1.074, -4.421)  0.120
H (2.910, -0.789, -2.995)  0.083
N (1.372, 0.790, 1.007)  -0.063
C (0.326, 1.402, 0.380)  -0.074
C (-0.562, 0.713, -0.440)  -0.049
C (-0.267, -0.659, -0.698)  -0.021
C (0.754, -1.283, 0.031)  -0.097
C (1.534, -0.578, 0.900)  -0.132
H (0.271, 2.467, 0.553)  0.120
H (-1.388, 1.233, -0.901)  0.074
H (-0.845, -1.243, -1.399)  0.084
H (0.862, -2.351, -0.082)  0.080
H (2.354, -0.981, 1.476)  0.078

Gap between HOMO and LUMO ... 8.24 eV
Energy relative to the best compared isomer or geometry (same formula, charge and spin) ... 39.1764 eV
LUMO level ... 0.0101 Eh
2S+1 ... 1
Calculated total energy ... -3500.717030 hartree
Total charge ... 0



Here is a molecular structure, C45H53AsBr2N7O9PSTi at a distorted geometry from the Open Molecules 2025 dataset. Energies are from wB97M-V/def2-TZVPD.

Last column: Mulliken spin population.
Geometry (Å):
Ti (-0.318, 0.421, 0.380)  0.015
Br (0.625, 6.970, 1.896)  0.005
C (0.420, 5.155, 1.425)  0.089
C (1.276, 4.582, 0.459)  0.091
C (1.091, 3.271, 0.152)  -0.011
N (0.137, 2.464, 0.708)  0.160
C (-0.687, 3.042, 1.655)  0.181
C (-0.538, 4.406, 2.013)  0.019
C (-1.687, 2.201, 2.260)  0.081
C (-2.583, 2.687, 3.244)  0.029
C (-3.508, 1.845, 3.769)  0.059
Br (-4.722, 2.465, 5.074)  0.002
C (-3.570, 0.507, 3.343)  0.103
C (-2.668, 0.101, 2.401)  -0.018
N (-1.741, 0.898, 1.849)  0.137
H (2.053, 5.154, -0.025)  0.013
H (1.731, 2.808, -0.576)  0.000
H (-1.179, 4.860, 2.751)  0.011
H (-2.547, 3.711, 3.579)  0.010
H (-4.299, -0.184, 3.741)  0.005
H (-2.673, -0.912, 2.034)  -0.012
C (8.163, 0.609, -5.125)  0.000
C (6.822, 0.409, -4.433)  0.000
S (5.483, 0.797, -5.541)  0.000
O (5.527, 2.206, -5.816)  0.000
O (5.504, -0.166, -6.601)  0.000
C (4.014, 0.480, -4.578)  0.000
C (3.764, 1.564, -3.544)  0.000
N (2.563, 1.302, -2.745)  -0.003
C (2.513, 0.564, -1.617)  0.001
N (1.298, 0.609, -1.053)  -0.001
C (0.532, 1.405, -1.893)  -0.028
C (1.299, 1.800, -2.933)  0.013
N (0.899, 2.586, -4.060)  -0.001
O (-0.070, 3.301, -3.906)  0.002
O (1.535, 2.457, -5.090)  0.000
C (3.690, -0.230, -1.148)  0.000
H (8.975, 0.372, -4.440)  0.000
H (8.283, 1.640, -5.454)  0.000
H (8.252, -0.035, -5.998)  0.000
H (6.740, 1.063, -3.562)  0.000
H (6.696, -0.628, -4.116)  0.000
H (4.128, -0.506, -4.124)  0.000
H (3.191, 0.421, -5.291)  0.000
H (3.666, 2.541, -4.007)  0.000
H (4.600, 1.657, -2.853)  0.000
H (-0.568, 1.631, -1.714)  0.010
H (4.630, 0.300, -1.296)  0.000
H (3.734, -1.176, -1.693)  0.000
H (3.608, -0.469, -0.098)  -0.001
C (-4.082, 4.699, -2.563)  0.003
C (-2.854, 3.933, -2.127)  0.001
O (-3.236, 2.552, -1.920)  -0.011
P (-2.205, 1.575, -1.118)  -0.031
O (-2.443, 0.287, -2.099)  0.007
C (-1.831, 0.092, -3.366)  0.001
C (-2.897, 0.086, -4.445)  -0.001
O (-3.142, 1.122, 0.113)  0.044
C (-4.465, 0.592, -0.134)  0.004
C (-5.509, 1.540, 0.416)  -0.007
H (-3.834, 5.740, -2.764)  0.000
H (-4.849, 4.665, -1.788)  0.000
H (-4.511, 4.256, -3.461)  0.000
H (-2.458, 4.373, -1.206)  -0.003
H (-2.090, 3.986, -2.900)  0.003
H (-1.329, -0.877, -3.334)  0.000
H (-1.078, 0.843, -3.602)  0.001
H (-3.651, -0.671, -4.231)  0.000
H (-2.457, -0.120, -5.422)  0.000
H (-3.407, 1.049, -4.488)  0.000
H (-4.526, -0.367, 0.386)  0.001
H (-4.651, 0.399, -1.188)  0.002
H (-5.340, 1.734, 1.475)  0.003
H (-6.508, 1.121, 0.290)  0.000
H (-5.464, 2.499, -0.100)  -0.001
N (3.355, 0.452, 2.653)  -0.002
C (2.540, -0.132, 3.595)  -0.001
C (1.324, -0.214, 3.009)  0.010
N (1.366, 0.303, 1.725)  -0.013
C (2.611, 0.694, 1.561)  0.014
H (4.331, 0.670, 2.757)  0.000
H (2.894, -0.422, 4.567)  0.000
H (0.417, -0.605, 3.423)  -0.005
H (3.013, 1.164, 0.690)  0.007
O (-0.591, -1.414, 1.354)  -0.001
As (-0.743, -2.880, 2.171)  0.000
C (-2.418, -3.555, 1.564)  0.000
C (-2.625, -3.684, 0.196)  0.000
C (-3.837, -4.166, -0.267)  0.000
C (-4.836, -4.517, 0.633)  0.000
C (-4.626, -4.386, 1.998)  0.000
C (-3.414, -3.905, 2.467)  0.000
C (0.773, -3.887, 1.559)  0.000
C (2.060, -3.421, 1.800)  0.000
C (3.149, -4.148, 1.353)  0.000
C (2.957, -5.340, 0.665)  0.000
C (1.675, -5.804, 0.426)  0.000
C (0.580, -5.078, 0.873)  0.000
C (-0.646, -2.656, 4.097)  0.007
C (-1.548, -1.881, 4.812)  0.003
C (-1.426, -1.757, 6.188)  0.003
C (-0.404, -2.410, 6.857)  0.001
C (0.499, -3.193, 6.148)  -0.001
C (0.379, -3.317, 4.775)  0.001
H (-1.846, -3.405, -0.506)  -0.001
H (-4.005, -4.268, -1.330)  0.000
H (-5.783, -4.894, 0.268)  0.000
H (-5.406, -4.660, 2.696)  0.000
H (-3.252, -3.805, 3.534)  0.000
H (2.214, -2.491, 2.335)  0.000
H (4.152, -3.787, 1.540)  0.000
H (3.811, -5.907, 0.318)  0.000
H (1.525, -6.732, -0.109)  0.000
H (-0.421, -5.448, 0.684)  0.000
H (-2.350, -1.371, 4.304)  -0.007
H (-2.134, -1.149, 6.737)  0.001
H (-0.311, -2.313, 7.931)  0.000
H (1.297, -3.707, 6.668)  0.000
H (1.087, -3.932, 4.233)  0.000
O (-0.653, -0.699, -0.780)  0.003

Gap between HOMO and LUMO (spin up / spin down) ... 4.78 / 8.09 eV
Energy relative to the best compared isomer or geometry (same formula, charge and spin) ... 0.0000 eV
LUMO level (spin up / spin down) ... -0.1008 / -0.1008 Eh
2S+1 ... 2
Calculated total energy ... -11779.564522 hartree
Total charge ... +1



Here is a single C5H12O2 molecule from the Open Molecules 2025 dataset. Energies are from wB97M-V/def2-TZVPD.

Last column: Löwdin charge in e.
Geometry (Å):
C (-1.666, -0.753, 1.151)  -0.094
O (-0.420, -0.101, 1.039)  -0.204
C (-0.235, 0.616, -0.190)  -0.410
C (-0.262, 2.117, 0.081)  -0.037
C (1.075, 0.161, -0.837)  -0.135
C (1.225, -1.360, -0.885)  -0.268
O (1.503, -1.909, 0.382)  -0.071
H (-2.501, -0.038, 1.186)  0.093
H (-1.648, -1.321, 2.084)  0.095
H (-1.833, -1.449, 0.316)  0.093
H (-1.064, 0.351, -0.864)  0.143
H (0.686, 2.448, 0.520)  0.084
H (-1.065, 2.364, 0.781)  0.081
H (-0.424, 2.680, -0.845)  0.084
H (1.926, 0.570, -0.277)  0.126
H (1.121, 0.582, -1.850)  0.125
H (0.314, -1.805, -1.328)  0.116
H (2.061, -1.633, -1.537)  0.116
H (0.906, -1.448, 0.992)  0.062

Gap between HOMO and LUMO ... 10.91 eV
Energy relative to the best compared isomer or geometry (same formula, charge and spin) ... 1.1354 eV
LUMO level ... 0.0378 Eh
2S+1 ... 1
Calculated total energy ... -348.163092 hartree
Total charge ... 0



Repeat the third record exactly.
Here is a single C5H12O2 molecule from the Open Molecules 2025 dataset. Energies are from wB97M-V/def2-TZVPD.

Last column: Löwdin charge in e.
Geometry (Å):
C (-1.666, -0.753, 1.151)  -0.094
O (-0.420, -0.101, 1.039)  -0.204
C (-0.235, 0.616, -0.190)  -0.410
C (-0.262, 2.117, 0.081)  -0.037
C (1.075, 0.161, -0.837)  -0.135
C (1.225, -1.360, -0.885)  -0.268
O (1.503, -1.909, 0.382)  -0.071
H (-2.501, -0.038, 1.186)  0.093
H (-1.648, -1.321, 2.084)  0.095
H (-1.833, -1.449, 0.316)  0.093
H (-1.064, 0.351, -0.864)  0.143
H (0.686, 2.448, 0.520)  0.084
H (-1.065, 2.364, 0.781)  0.081
H (-0.424, 2.680, -0.845)  0.084
H (1.926, 0.570, -0.277)  0.126
H (1.121, 0.582, -1.850)  0.125
H (0.314, -1.805, -1.328)  0.116
H (2.061, -1.633, -1.537)  0.116
H (0.906, -1.448, 0.992)  0.062

Gap between HOMO and LUMO ... 10.91 eV
Energy relative to the best compared isomer or geometry (same formula, charge and spin) ... 1.1354 eV
LUMO level ... 0.0378 Eh
2S+1 ... 1
Calculated total energy ... -348.163092 hartree
Total charge ... 0



> What is the energy relative to the best compared isomer or geometry (same formula, charge and spin) in the second record?

0.0000 eV



> What is the formula in the first record?

C61H117NO14



> Look up the total charge of the first one.

0